1.
115
Properties=species:S:1:pos:R:3 method="wB97M-V/def2-TZVPD" s2=0.77 total_charge=-1 spin_multiplicity=2 homo_ev="-2.283 / -4.942"
C -2.52 -7.23 22.73
N -3.68 -7.75 23.61
C -4.92 -6.82 23.53
C -4.13 -9.14 23.01
C -3.28 -7.94 25.06
C -2.19 -7.01 25.61
O -2.51 -5.69 25.34
H -2.83 -7.37 21.70
H -1.69 -7.90 22.93
H -2.25 -6.19 22.90
H -4.54 -5.86 23.89
H -5.65 -7.14 24.28
H -5.40 -6.71 22.56
H -3.29 -9.84 23.01
H -4.54 -9.02 22.00
H -4.83 -9.54 23.75
H -2.87 -8.95 25.08
H -4.15 -7.91 25.72
H -1.22 -7.18 25.16
H -1.97 -7.16 26.67
H -2.21 -5.12 26.05
Cl 0.26 -10.08 22.45
O 0.10 -9.58 23.77
O 1.28 -11.02 22.65
O -0.87 -10.79 22.00
O 0.65 -9.12 21.47
C 2.73 -10.69 25.49
N 3.65 -11.15 26.58
O 3.17 -11.78 27.56
O 4.83 -10.84 26.47
H 2.63 -9.64 25.78
H 1.75 -11.14 25.55
H 3.34 -10.84 24.59
C -5.41 -12.38 18.92
C -3.91 -12.83 18.96
C -3.19 -12.35 17.65
O -1.90 -12.92 17.72
C -1.04 -12.69 16.65
N -3.24 -12.29 20.10
H -5.47 -11.29 18.86
H -5.75 -12.67 19.91
H -6.08 -12.64 18.10
H -3.91 -13.91 19.03
H -3.00 -11.27 17.61
H -3.84 -12.66 16.84
H -1.44 -12.77 15.64
H -0.17 -13.34 16.72
H -0.70 -11.67 16.82
H -3.75 -12.44 20.96
H -3.14 -11.29 20.12
C 1.45 -12.36 18.92
C 2.07 -13.68 19.16
C 3.52 -13.90 18.76
O 4.55 -13.15 19.36
C 5.80 -13.50 18.78
N 1.75 -14.00 20.54
H 1.47 -12.04 17.88
H 2.07 -11.66 19.48
H 0.43 -12.15 19.23
H 1.47 -14.34 18.55
H 3.54 -14.01 17.68
H 3.67 -14.95 19.03
H 6.50 -12.85 19.30
H 5.81 -13.33 17.70
H 6.09 -14.54 18.99
H 1.89 -13.18 21.12
H 2.49 -14.65 20.75
C 0.88 -12.39 30.91
C 0.14 -12.13 29.62
C 0.35 -10.75 29.00
O -0.02 -10.67 27.64
C 0.03 -9.32 27.22
N 0.83 -13.00 28.68
H 0.60 -11.71 31.71
H 1.93 -12.12 30.77
H 0.65 -13.36 31.36
H -0.93 -12.31 29.71
H 1.39 -10.46 29.11
H -0.24 -10.04 29.60
H -0.45 -9.26 26.25
H 0.98 -8.80 27.36
H -0.65 -8.77 27.88
H 0.37 -12.83 27.79
H 1.72 -12.57 28.48
C -1.24 -12.83 25.76
C -0.78 -13.69 24.55
C -0.75 -15.22 24.67
O 0.16 -15.67 25.71
C 0.39 -16.99 25.85
N -1.74 -13.34 23.48
H -0.98 -11.79 25.54
H -0.62 -13.04 26.63
H -2.29 -12.90 26.03
H 0.20 -13.38 24.19
H -0.49 -15.58 23.68
H -1.73 -15.56 24.99
H 1.00 -17.51 25.11
H -0.50 -17.62 25.80
H 0.90 -17.18 26.79
H -2.66 -13.57 23.81
H -1.79 -12.33 23.50
C -2.08 -7.14 16.41
C -3.11 -7.57 17.17
C -2.86 -8.40 18.44
O -3.78 -8.96 19.09
C -1.44 -8.63 18.80
C -0.46 -8.16 18.08
C -0.69 -7.42 16.77
O 0.27 -7.11 16.05
O 0.84 -8.17 18.51
O -4.38 -7.33 16.76
H -2.40 -6.62 15.52
H -1.26 -9.32 19.62
H 0.92 -8.56 19.38
H -5.02 -7.49 17.46



2.
42
Properties=species:S:1:pos:R:3 method="wB97M-V/def2-TZVPD" s2=0.76 e_above_lowest_kcal_mol=0.0 total_charge=+2 spin_multiplicity=2 homo_ev="-14.923 / -15.089"
Ir -3.27 -0.28 -0.43
N -5.75 1.87 2.28
C -4.91 1.07 1.64
S -5.09 0.96 -0.12
N -4.02 0.39 2.31
N -3.26 -0.41 1.51
C -2.53 -1.33 2.03
C -1.75 -2.17 1.14
C -0.87 -3.14 1.57
C -0.21 -3.91 0.62
C -0.48 -3.70 -0.72
C -1.38 -2.70 -1.09
N -1.99 -1.95 -0.18
H -6.47 2.38 1.79
H -5.72 1.93 3.29
H -2.56 -1.46 3.11
H -0.71 -3.29 2.63
H 0.48 -4.68 0.92
H 0.00 -4.29 -1.49
H -1.62 -2.53 -2.13
O 6.78 0.63 -2.98
S 5.61 -0.12 -2.68
O 4.62 -0.36 -3.68
O 5.64 -1.03 -1.54
C 4.60 1.14 -1.34
N 5.33 1.87 -0.58
C 4.64 2.59 0.31
C 3.25 2.51 0.38
C 2.62 1.67 -0.53
N 3.33 0.96 -1.42
C 1.15 1.43 -0.59
C 0.26 1.87 0.38
C -1.06 1.48 0.31
N -1.53 0.71 -0.69
C -0.68 0.35 -1.68
C 0.65 0.69 -1.66
H 5.21 3.24 0.97
H 2.72 3.09 1.11
H 0.57 2.50 1.20
H -1.79 1.81 1.04
H -1.11 -0.18 -2.52
H 1.30 0.38 -2.47